Entry from OMol25: a molecular structure, C11H16O8PPb in a non-equilibrium geometry (ωB97M-V with the def2-TZVPD basis set).

Last column: Löwdin charge in e.
Geometry (Å):
O: -0.75176 2.51410 -4.76579  0.218
C: -0.73606 1.82867 -3.83777  0.042
Pb: -0.80377 0.06939 -1.83736  1.083
O: -0.87274 3.04325 0.04043  0.245
C: -0.84544 2.13796 -0.63506  -0.066
C: -0.73356 -1.51381 -3.65628  -0.113
O: -0.83768 -2.61086 -3.18605  0.167
C: 1.50406 0.11074 -2.35520  -0.114
O: 2.63813 0.06273 -2.44180  0.237
C: -3.05553 0.11524 -2.22502  -0.051
O: -4.17357 0.07305 -2.41080  0.274
H: -0.62245 -0.90232 -4.66613  0.184
C: -1.15629 -3.19764 1.93349  -0.033
C: -1.43742 -2.36971 0.69003  -0.303
O: -0.24199 -2.16134 -0.07511  -0.358
P: 0.61515 -0.66955 0.31882  1.086
O: 1.00535 -1.06489 1.84070  -0.215
C: 0.77667 -0.14846 2.98238  -0.160
C: -0.66399 0.34055 3.00819  -0.037
O: 1.12185 1.11941 0.60462  -0.377
C: 2.36643 1.61571 0.16261  -0.294
C: 2.21294 2.79725 -0.77733  -0.051
H: -0.64075 -4.11985 1.63903  0.111
H: -2.12390 -3.47226 2.38211  0.115
H: -0.54898 -2.66011 2.68280  0.076
H: -2.09741 -2.86727 -0.01196  0.134
H: -1.89629 -1.40143 1.00002  0.107
H: 1.02336 -0.80830 3.80708  0.149
H: 1.49755 0.67042 2.83966  0.127
H: -1.36533 -0.48828 3.16381  0.092
H: -0.68914 0.97998 3.89134  0.118
H: -0.94380 0.93445 2.13362  0.062
H: 2.85040 1.91165 1.08554  0.149
H: 2.96978 0.81163 -0.32530  0.117
H: 1.70445 3.61599 -0.25405  0.099
H: 3.23442 3.14154 -1.01357  0.124
H: 1.71732 2.56236 -1.73170  0.054

Values from the calculation:
HOMO energy (alpha / beta) (eV): -20.48 / -19.81
E (eV): -42543.03365
ΔE to the lowest compared entry with this formula, charge and spin (kcal per mole): 8.6
Net charge: +3
Gap between HOMO and LUMO (alpha / beta) (eV): 6.359 / 5.601